No. 1
Computed, not measured: C3H3N3O in the gas phase, with ωB97M-V/def2-TZVPD.

## Properties
**E_LUMO**: -0.0193 hartree
**Kohn-Sham gap**: 9.4 eV
**SMILES**: O=c1cn[nH]cn1
**ΔE to the lowest compared entry with this formula, charge and spin**: 58.68 kcal per mole

Last column: Löwdin charge in e.
Atoms and positions in Å:
O -2.207 -0.367 -0.896  0.10
C -1.039 -0.079 -0.727  -0.47
C 0.028 -1.117 -0.703  -0.06
N 0.984 -1.089 0.147  0.04
N 1.095 0.107 0.938  -0.05
C 0.419 1.233 0.355  -0.18
N -0.594 1.211 -0.425  0.15
H -0.077 -2.010 -1.311  0.12
H 0.535 -0.070 1.969  0.23
H 0.858 2.180 0.654  0.12

=====

No. 2
Computed, not measured: a molecular structure, CH4N2O3S, with ωB97M-V/def2-TZVPD.

## Properties
**E_LUMO**: 0.0153 hartree
**Kohn-Sham gap**: 11.2 eV
**ΔE to the lowest compared entry with this formula, charge and spin**: 54.67 kcal per mole

Last column: Löwdin charge in e.
Atoms and positions in Å:
C 0.731 -0.272 -0.291  -0.39
N 1.971 -0.116 0.105  0.15
N -0.035 0.661 -0.456  -0.06
O -1.908 -0.913 -0.890  -0.26
O -2.528 1.437 -0.232  -0.23
O -1.431 -0.121 1.206  -0.10
S -1.661 0.313 -0.251  0.53
H 0.414 -1.373 -0.366  0.18
H 2.745 -0.739 0.102  0.11
H 2.346 0.829 0.035  0.13
H -0.643 0.296 1.036  -0.05

=====

Repeat the second record exactly.
Computed, not measured: a molecular structure, CH4N2O3S, with ωB97M-V/def2-TZVPD.

## Properties
**E_LUMO**: 0.0153 hartree
**Kohn-Sham gap**: 11.2 eV
**ΔE to the lowest compared entry with this formula, charge and spin**: 54.67 kcal per mole

Last column: Löwdin charge in e.
Atoms and positions in Å:
C 0.731 -0.272 -0.291  -0.39
N 1.971 -0.116 0.105  0.15
N -0.035 0.661 -0.456  -0.06
O -1.908 -0.913 -0.890  -0.26
O -2.528 1.437 -0.232  -0.23
O -1.431 -0.121 1.206  -0.10
S -1.661 0.313 -0.251  0.53
H 0.414 -1.373 -0.366  0.18
H 2.745 -0.739 0.102  0.11
H 2.346 0.829 0.035  0.13
H -0.643 0.296 1.036  -0.05